Entry 1:
Density functional theory data (ωB97M-V/def2-TZVPD) for a molecular structure, C26H24I2N2O3PTi.

Geometry as XYZ:
```
59
Properties=species:S:1:pos:R:3:forces:R:3:lowdin_charge:R:1
Ti -0.5398 -2.0718 0.6738 -0.1 -0.3 0.0 0.33
N 1.2220 -2.0730 1.9359 0.0 0.0 0.0 -0.02
C 0.7801 -1.8327 3.3332 0.0 0.0 0.0 -0.12
C -0.4939 -0.9932 3.3302 -0.1 0.1 -0.1 -0.62
O -0.8903 -0.4163 4.2979 0.0 0.0 0.0 0.14
O -1.0900 -0.9856 2.1351 0.2 0.1 0.0 -0.29
H 1.7120 -2.9598 1.8571 0.0 0.0 0.0 0.12
H 1.8733 -1.3391 1.6562 0.0 0.0 0.0 0.08
H 1.5454 -1.3298 3.9201 0.0 0.0 0.0 0.13
H 0.5436 -2.7888 3.7997 0.0 0.0 0.0 0.12
I -2.5427 -1.3040 -1.1626 -0.1 -0.1 -0.1 1.27
C -3.2976 0.3758 -0.1617 0.0 0.0 0.0 -0.55
C -4.6348 0.3007 0.1052 0.0 0.0 0.0 -0.14
C -5.3128 1.4116 0.6365 0.0 0.0 0.0 -0.05
C -4.6283 2.5704 0.8318 0.0 0.0 0.0 -0.01
C -3.2415 2.6600 0.5607 0.0 0.0 0.0 -0.14
C -2.5951 3.9054 0.7442 0.0 0.0 0.0 0.00
C -1.2658 4.0448 0.4999 0.0 0.0 0.0 -0.04
C -0.5190 2.9127 0.1346 0.0 0.0 0.0 -0.10
C -1.0855 1.6713 -0.0540 0.0 0.0 0.1 -0.28
P 0.1343 0.3274 -0.2933 0.0 0.0 0.0 1.01
C 0.7266 0.4323 -2.0064 0.0 0.0 0.0 -0.37
C 0.6818 1.6256 -2.7273 0.0 -0.1 0.0 -0.06
C 1.1842 1.6768 -4.0187 0.0 0.0 0.0 -0.06
C 1.7311 0.5423 -4.6006 0.0 0.0 0.0 -0.06
C 1.7700 -0.6503 -3.8934 0.0 0.0 0.0 -0.06
C 1.2662 -0.7072 -2.6035 0.0 0.0 0.1 -0.10
C 1.5369 0.8534 0.7454 0.0 0.0 0.0 -0.38
C 2.8464 0.6615 0.3060 0.0 0.0 0.0 -0.08
C 3.9120 0.9016 1.1663 0.0 0.0 0.0 -0.06
C 3.6783 1.3344 2.4633 0.0 0.0 0.0 -0.06
C 2.3747 1.5387 2.9020 0.0 0.0 0.0 -0.05
C 1.3073 1.2987 2.0510 0.0 0.0 0.0 -0.10
C -2.5069 1.5283 0.0990 0.0 0.0 0.0 -0.18
H -5.1842 -0.6066 -0.1043 0.0 0.0 0.0 0.10
H -6.3691 1.3391 0.8538 0.0 0.0 0.0 0.12
H -5.1335 3.4544 1.1991 0.0 0.0 0.0 0.12
H -3.1888 4.7464 1.0798 0.0 0.0 0.0 0.13
H -0.7712 4.9982 0.6243 0.0 0.0 0.0 0.12
H 0.5534 3.0247 0.0433 0.0 0.0 0.0 0.11
H 0.2403 2.5114 -2.2954 0.0 0.0 0.0 0.10
H 1.1419 2.6046 -4.5733 0.0 0.0 0.0 0.11
H 2.1187 0.5868 -5.6098 0.0 0.0 0.0 0.11
H 2.1818 -1.5427 -4.3459 0.0 0.0 0.0 0.11
H 1.2856 -1.6438 -2.0665 0.0 0.0 0.0 0.07
H 3.0363 0.3331 -0.7088 0.0 0.0 0.0 0.11
H 4.9257 0.7600 0.8154 0.0 0.0 0.0 0.11
H 4.5097 1.5259 3.1283 0.0 0.0 0.0 0.11
H 2.1855 1.8878 3.9088 0.0 0.0 0.0 0.12
H 0.2969 1.4735 2.3998 0.0 0.0 0.0 0.12
N 1.7020 -4.1615 -1.9303 0.1 0.2 -0.2 0.13
C 0.3765 -4.0003 -1.5964 -0.3 -0.2 -0.1 -0.57
O 0.1848 -3.0464 -0.6559 0.2 0.3 0.4 -0.40
C -0.6758 -4.6224 -2.1348 0.1 0.0 0.1 0.06
I -1.7202 -4.1515 1.7264 0.0 0.1 -0.1 0.47
H 2.3928 -3.8505 -1.2729 0.0 -0.1 0.1 0.10
H 1.9471 -4.9532 -2.4969 0.0 -0.1 0.1 0.11
H -0.5545 -5.3796 -2.8939 0.0 0.0 0.0 0.07
H -1.6640 -4.4093 -1.7580 0.0 0.0 -0.1 0.03
```
Forces are in eV/Å.

Properties
HOMO-LUMO gap (alpha / beta)   6.70 / 6.70 eV
ΔE to the lowest compared entry with this formula, charge and spin   26.2 kcal per mole
Charge   +1

---

Entry 2:
Density functional theory data (ωB97M-V/def2-TZVPD) for a molecular structure, C3H4HgO3 in a non-equilibrium geometry.

Geometry as XYZ:
```
11
Properties=species:S:1:pos:R:3:forces:R:3:lowdin_charge:R:1
H -1.3044 -0.5436 -1.1702 0.4 3.4 -0.3 0.25
O 0.7551 -0.7707 -0.0170 -3.0 -1.6 -0.5 -0.22
Hg 3.0877 -0.9034 0.8533 0.4 -0.8 0.4 1.08
C -0.5091 -1.0023 0.1116 2.1 3.4 4.2 -0.19
C -1.3883 0.1973 -0.0917 -2.3 -5.8 -0.7 -0.05
H -0.7909 -1.6635 0.9487 -0.2 -1.6 -1.4 0.16
H -1.3997 0.7962 0.8315 1.5 1.9 -1.5 0.15
H -2.4663 -0.0102 -0.1249 0.0 -1.1 0.6 0.08
O 2.4148 1.0357 -0.1206 0.5 -0.1 -1.5 -0.03
C 1.3244 1.1316 -0.5774 -3.9 4.4 2.4 -0.39
O 0.2767 1.7329 -0.6433 4.5 -2.1 -1.6 0.16
```
Forces are in eV/Å.

Properties
Spin multiplicity   2
HOMO-LUMO gap (alpha / beta)   8.52 / 6.42 eV
ΔE to the lowest compared entry with this formula, charge and spin   131.8 kcal per mole
Charge   +1
<S²>   0.7516

---

Entry 3:
Density functional theory data (ωB97M-V/def2-TZVPD) for a single C3H8OS molecule in a non-equilibrium geometry.

Geometry as XYZ:
```
13
Properties=species:S:1:pos:R:3:forces:R:3:lowdin_charge:R:1
C -1.5884 -0.9411 -0.5193 -1.2 -1.5 -0.1 -0.08
C -1.0718 0.0360 0.5006 1.1 0.8 -2.5 -0.47
O -1.0752 1.3406 -0.2121 2.6 -0.1 1.0 -0.12
C 0.3429 -0.2990 0.9203 0.6 -1.4 2.0 -0.53
S 1.7230 -0.0812 -0.2662 -0.5 0.1 -0.4 0.70
H -2.0380 -1.8972 -0.1166 0.1 1.3 0.0 0.10
H -0.8850 -1.3418 -1.2525 0.5 0.6 0.2 0.07
H -2.3129 -0.3547 -1.0751 -0.5 -0.5 -0.2 0.08
H -1.7340 0.1993 1.3233 -0.3 -0.4 0.8 0.13
H -0.1052 1.6378 -0.1293 -2.4 -0.1 -0.3 0.07
H 0.6055 0.3926 1.7563 -0.1 -1.0 -0.2 0.07
H 0.3907 -1.4443 1.2241 -0.1 2.5 -0.2 0.12
H 1.0166 0.6063 -1.1839 0.2 -0.2 -0.1 -0.14
```
Forces are in eV/Å.

Properties
HOMO-LUMO gap   10.21 eV
ΔE to the lowest compared entry with this formula, charge and spin   15.8 kcal per mole
Charge   0
SMILES   C[C@H](O)CS

---

Entry 4:
Density functional theory data (ωB97M-V/def2-TZVPD) for a molecular structure, C16H21N4NiO2 in a non-equilibrium geometry.

Geometry as XYZ:
```
44
Properties=species:S:1:pos:R:3:forces:R:3:lowdin_charge:R:1
C 1.2916 0.2426 -3.7353 -0.1 -0.4 -0.6 -0.11
Ni 0.4574 2.5157 -2.1150 0.0 0.0 -1.4 -0.06
N -1.2649 3.2151 -1.5535 -1.2 0.4 1.0 -0.01
N 0.5656 3.3608 -3.8574 0.6 0.1 -0.3 -0.05
H -0.9149 3.7517 -0.7467 -0.4 -0.1 -0.3 0.04
H 0.1980 0.4041 -3.7888 0.7 0.3 0.2 0.02
H 1.4456 -0.7383 -3.2814 0.1 0.0 -0.1 0.01
H 1.8408 0.9785 -3.1322 -0.3 -0.2 -0.2 -0.02
H 1.6847 0.2476 -4.7698 -0.1 -0.1 0.5 0.02
H 0.9077 4.2792 -3.5517 -0.2 0.2 -0.5 -0.04
H -0.3295 3.4466 -4.3548 0.1 0.3 0.1 -0.03
H 1.2501 2.9342 -4.4896 -0.1 0.3 0.0 0.01
H -1.7339 3.8717 -2.1698 -0.1 0.0 0.0 0.00
H -1.9002 2.4604 -1.2163 0.5 0.7 -0.4 0.04
O 2.8332 1.3034 -0.7183 -1.4 -0.6 0.9 0.00
C 1.7460 0.9068 -0.2868 -0.9 -0.1 -0.3 -0.54
N 1.5089 0.0337 0.7654 1.2 0.6 -0.3 0.13
C 0.1305 -0.4128 0.8481 1.0 -0.9 0.2 -0.29
C -0.5070 0.4662 -0.2115 0.5 2.1 -1.2 -0.44
O -1.7189 0.5532 -0.4411 0.7 -0.6 0.4 0.00
N 0.4726 1.2461 -0.7941 0.5 -2.0 1.8 0.05
C 0.1102 -1.9064 0.5040 -0.2 0.2 0.4 -0.15
C -0.5953 -2.3934 -0.5888 -0.1 -0.3 -0.1 -0.01
C -0.6193 -3.7660 -0.8553 0.3 0.1 0.3 -0.08
C 0.0708 -4.6484 -0.0204 -0.1 0.2 0.0 -0.10
C 0.7959 -4.1618 1.0753 -0.1 0.4 -0.3 -0.09
C 0.8208 -2.7869 1.3328 -0.2 -0.6 -0.4 -0.05
C -0.4406 -0.0794 2.2120 -0.4 -0.4 0.0 -0.14
C -1.1775 -1.0002 2.9583 0.0 0.3 0.2 -0.02
C -1.6633 -0.6352 4.2160 0.1 0.3 -0.1 -0.09
C -1.4431 0.6550 4.7053 0.2 -0.2 -0.4 -0.10
C -0.7272 1.5838 3.9363 -0.2 -0.6 -0.1 -0.08
C -0.2275 1.2074 2.6931 -0.1 0.2 0.5 -0.02
H 2.2952 -0.3785 1.2371 -0.2 -0.3 0.0 0.14
H -1.1533 -1.7099 -1.2288 0.1 -0.1 0.2 0.11
H -1.1726 -4.1195 -1.7227 0.1 -0.1 0.2 0.10
H 0.0323 -5.7158 -0.2217 0.1 0.1 0.0 0.09
H 1.3452 -4.8475 1.7174 -0.1 0.1 -0.1 0.10
H 1.3832 -2.4211 2.1901 -0.2 0.0 -0.1 0.12
H -1.3618 -2.0047 2.5743 0.1 0.3 0.1 0.12
H -2.2031 -1.3751 4.8027 0.0 0.2 0.0 0.10
H -1.8279 0.9314 5.6777 0.0 0.0 0.0 0.09
H -0.5526 2.5862 4.3017 0.0 0.0 0.1 0.10
H 0.3483 1.9195 2.1045 -0.1 -0.2 0.0 0.12
```
Forces are in eV/Å.

Properties
Spin multiplicity   3
HOMO-LUMO gap (alpha / beta)   2.36 / 6.18 eV
Charge   -1
<S²>   2.0086

---

Entry 5:
Density functional theory data (ωB97M-V/def2-TZVPD) for 2 unconnected molecules or ions with the total composition C2H7N2OS in a non-equilibrium geometry.

Geometry as XYZ:
```
13
Properties=species:S:1:pos:R:3:forces:R:3:lowdin_charge:R:1
C -1.0859 -0.1302 0.4318 2.8 -0.3 -0.3 -0.30
C 2.1715 0.2648 -0.3248 -0.3 0.0 0.3 -0.24
N -1.4118 0.7190 1.3631 -0.5 0.2 0.3 0.15
N -1.7212 -0.4158 -0.6585 -0.3 -0.1 0.0 0.15
O 0.7785 -1.8335 -1.0433 -0.1 -0.5 -0.7 -0.50
S 1.1672 -1.1633 0.1762 -1.7 1.2 0.4 1.03
H 2.7081 -0.0189 -1.2271 0.0 -0.2 0.0 0.07
H 2.8680 0.4799 0.4804 0.1 0.0 0.1 0.06
H 1.5617 1.1380 -0.5282 -0.1 0.1 0.0 0.06
H -2.2990 1.2185 1.3825 0.1 -0.1 0.0 0.14
H -0.8078 0.8685 2.1608 -0.1 -0.1 -0.2 0.13
H -2.6403 -0.0540 -0.9039 0.2 -0.1 0.0 0.15
H -1.2889 -1.0730 -1.3089 0.0 0.0 0.1 0.11
```
Forces are in eV/Å.

Properties
HOMO-LUMO gap   8.65 eV
ΔE to the lowest compared entry with this formula, charge and spin   37.6 kcal per mole
Charge   +1

---

Entry 6:
Density functional theory data (ωB97M-V/def2-TZVPD) for a molecular structure, C5H7N in a non-equilibrium geometry.

Geometry as XYZ:
```
13
Properties=species:S:1:pos:R:3:forces:R:3:lowdin_charge:R:1
C -1.0668 0.0810 0.7788 0.1 0.1 0.3 -0.20
C -0.8052 -0.4015 -0.6962 -0.1 -2.3 0.9 -0.18
C 0.6412 -0.3092 -1.0512 -0.2 -0.1 -0.1 -0.11
C 1.4015 -0.1045 0.0921 0.4 0.1 0.2 -0.27
N 1.0505 1.2268 0.7248 -0.1 0.2 0.1 0.08
C 0.3741 0.1733 1.2337 -0.1 0.2 0.1 -0.19
H -1.6620 -0.6504 1.3423 0.3 0.2 -0.3 0.09
H -1.6431 1.0098 0.8625 0.5 0.3 -0.2 0.10
H -1.4954 0.0477 -1.5124 0.6 -1.9 1.4 0.13
H 1.0261 -0.8109 -1.9453 -0.2 0.3 0.3 0.10
H 2.4165 -0.4461 0.2390 -0.1 0.1 0.1 0.12
H 0.4906 1.8375 0.0996 0.1 0.0 0.1 0.12
H -0.7280 -1.6536 -0.1678 -1.2 2.8 -2.9 0.21
```
Forces are in eV/Å.

Properties
HOMO-LUMO gap (alpha / beta)   7.79 / 7.75 eV
ΔE to the lowest compared entry with this formula, charge and spin   132.0 kcal per mole
Charge   0

---

Entry 7:
Density functional theory data (ωB97M-V/def2-TZVPD) for a molecular structure, C3H4LuO3 in a non-equilibrium geometry.

Geometry as XYZ:
```
11
Properties=species:S:1:pos:R:3:forces:R:3:lowdin_charge:R:1
O 1.9584 0.9678 0.1293 -0.7 2.2 -1.4 -0.12
C 1.7646 -0.1747 -0.2365 1.8 -4.6 4.8 -0.13
C 0.5180 -0.9410 0.0022 -1.3 2.2 -2.3 -0.05
H 0.3341 -1.5908 -0.8657 -0.3 -0.2 0.5 0.17
H 0.5191 -1.4644 0.9686 0.3 0.1 -0.2 0.18
H 2.5186 -1.0048 0.0082 0.8 1.6 -1.7 0.20
Lu 0.2990 2.5974 0.0969 0.3 -1.6 0.0 1.91
O -0.4444 0.1752 -0.0098 -0.1 0.5 0.2 -0.29
C -1.7288 -0.2052 -0.0083 -0.9 -0.7 0.1 -0.08
O -2.3955 0.9030 -0.0906 0.6 0.6 0.2 0.06
H -3.3431 0.7375 0.0057 -0.4 -0.1 -0.1 0.15
```
Forces are in eV/Å.

Properties
Spin multiplicity   2
HOMO-LUMO gap (alpha / beta)   6.97 / 7.71 eV
ΔE to the lowest compared entry with this formula, charge and spin   0.0 kcal per mole
Charge   +2
<S²>   0.7511

---

- Which value of charge does entry 7 give?
  +2